Version a
Entry from the Open Molecules 2025 dataset: a 40-piece molecular cluster, H80O40 overall (wB97M-V/def2-TZVPD).

```
! RIJCOSX wB97M-V def2-TZVPD def2/J DEFGRID3
* xyz 0 1
H 4.248 2.338 0.027
H 3.291 1.664 1.015
O 3.234 2.169 0.200
H -0.137 5.262 3.846
H 0.826 4.441 3.217
O -0.002 4.307 3.719
H 0.480 -4.626 -2.791
H 0.144 -5.825 -1.863
O -0.210 -5.108 -2.317
H 2.371 -0.971 -2.111
H 2.932 0.355 -1.545
O 3.051 -0.215 -2.344
H -2.753 -1.466 -4.304
H -2.065 -2.153 -3.035
O -2.328 -1.283 -3.463
H -2.808 3.442 -4.647
O -2.529 2.748 -5.209
H 4.535 -3.877 0.639
O 4.788 -2.993 0.962
H 1.375 -5.126 1.930
H 0.682 -3.704 1.752
O 1.446 -4.327 1.520
H 1.490 -0.252 1.546
H 0.249 -0.070 0.878
O 1.177 -0.270 0.660
H -1.374 -0.668 -0.588
H -2.808 -0.075 -0.949
O -2.312 -0.280 -0.187
H 1.520 -2.161 -0.454
H 2.861 -1.308 -0.726
O 2.457 -2.241 -0.335
H 1.572 2.847 -3.118
O 0.723 3.112 -3.395
H 1.131 0.610 6.404
H 2.648 0.810 6.325
O 1.878 1.224 6.029
H -1.000 4.259 0.610
H -2.200 3.373 0.495
O -1.387 3.597 0.045
H -3.227 -1.433 3.829
H -2.531 -1.607 5.294
O -3.314 -1.506 4.794
H -2.465 -4.769 -1.610
H -2.339 -4.428 -3.128
O -2.937 -4.601 -2.405
H 1.224 -4.291 5.033
H 1.551 -3.682 3.662
O 0.915 -4.248 4.135
H -5.406 -2.618 -0.725
H -4.162 -3.470 -0.599
O -5.044 -3.438 -0.407
H -1.532 0.540 3.818
O -2.393 0.658 3.368
H -6.180 1.539 -1.898
H -4.852 1.823 -1.751
O -5.460 1.371 -1.197
H -2.002 -2.772 2.369
O -0.974 -2.749 2.420
H -0.723 0.644 2.843
H -0.089 2.146 2.635
O -0.038 1.266 2.282
H -3.499 4.370 -0.304
H -2.857 5.727 -0.754
O -3.689 5.346 -0.359
H 1.073 -1.374 3.100
H 1.334 0.289 3.076
O 1.655 -0.664 3.202
H 6.215 -0.624 -2.390
H 5.000 0.431 -2.635
O 5.889 0.317 -2.418
H 1.231 -1.410 -5.032
H 2.144 -1.734 -3.863
O 2.133 -1.598 -4.803
H -3.937 -1.668 0.525
H -3.073 -0.794 1.544
O -3.768 -1.513 1.489
H -4.703 1.528 -3.051
H -4.208 1.685 -4.294
O -5.007 1.253 -3.913
H -0.098 6.074 -1.605
H -1.345 6.646 -1.773
O -0.805 6.338 -1.047
H 6.179 2.891 -1.248
H 5.169 1.721 -1.087
O 5.576 2.428 -0.606
H 5.658 0.124 0.640
H 5.417 0.123 2.113
O 4.925 0.042 1.295
H 2.004 3.980 -0.980
O 1.150 3.992 -0.681
H -0.323 -2.311 -0.806
H -1.126 -2.743 0.597
O -1.063 -2.650 -0.375
H -3.139 0.422 4.049
H -1.682 3.125 -5.599
H -0.617 -3.199 3.229
H 3.982 -2.462 1.124
H 0.480 4.028 -3.381
H 1.100 3.665 0.279
O -0.810 0.829 5.602
H -1.295 1.557 5.253
H -0.576 1.102 6.466
O 3.375 -5.025 -0.213
H 2.526 -4.754 -0.601
H 4.188 -5.059 -0.713
O -3.314 1.961 1.379
H -2.746 1.173 1.527
H -4.024 1.806 2.032
O 5.371 -2.561 -2.154
H 5.967 -2.135 -1.636
H 4.552 -2.621 -1.571
O -0.518 1.408 -1.144
H -0.068 2.311 -1.279
H -1.035 1.617 -0.288
O -3.098 3.560 -2.466
H -2.544 2.845 -2.998
H -2.903 3.060 -1.650
O 0.716 -1.013 -2.154
H 0.341 -0.885 -3.029
H 0.409 -0.326 -1.515
*
```

Calculated values
HOMO level: -10.1113 eV
Molar mass: 720.6 g mol⁻¹

Atom charges from the Löwdin analysis, given in e for atoms 1 to 5:
1. H 0.00
2. H 0.01
3. O -0.11
4. H 0.05
5. H 0.05

***

Version b
Entry from the Open Molecules 2025 dataset: a 40-piece molecular cluster, H80O40 overall (wB97M-V/def2-TZVPD).

```
! RIJCOSX wB97M-V def2-TZVPD def2/J DEFGRID3
* xyz 0 1
H 2.947 -4.978 3.744
H 1.540 -4.357 3.550
O 2.187 -4.946 3.159
H -2.498 3.446 -2.170
H -2.577 2.934 -3.600
O -1.981 3.030 -2.869
H 5.651 2.377 -0.973
H 4.449 1.696 -1.106
O 5.313 1.677 -1.558
H -0.374 -2.452 1.728
H 0.431 -3.714 1.568
O 0.568 -2.785 1.798
H 1.050 4.311 4.761
H 0.224 3.384 5.288
O 0.431 4.311 5.505
H 1.478 5.196 -2.780
O 1.400 6.109 -2.447
H -3.576 0.360 3.824
O -3.543 -0.352 3.178
H 1.521 2.025 3.343
H 2.063 1.024 2.400
O 1.863 1.132 3.345
H 0.065 -1.545 -1.011
H 0.737 -1.575 0.551
O 0.733 -1.304 -0.392
H -2.814 -1.507 2.118
H -2.740 -1.861 0.642
O -2.149 -1.768 1.449
H -4.082 4.041 -0.094
H -2.756 4.631 -0.636
O -3.348 3.869 -0.703
H -1.283 -2.044 -4.269
O -2.196 -2.097 -3.949
H 3.804 2.589 -2.333
H 2.348 3.008 -2.715
O 3.125 3.265 -2.225
H -3.837 0.709 -2.553
H -4.534 0.720 -3.951
O -3.684 0.616 -3.506
H -0.674 -0.459 2.344
H -0.017 0.368 3.374
O -0.549 -0.428 3.305
H 4.763 -3.064 -3.268
H 4.491 -3.778 -1.827
O 5.096 -3.550 -2.518
H -0.410 3.120 2.424
H 0.279 4.209 2.343
O 0.204 3.539 3.057
H 1.756 0.635 -2.301
H 0.296 0.658 -1.415
O 1.105 1.059 -1.718
H 2.197 3.516 2.526
O 2.883 4.187 2.585
H -1.607 -2.845 -2.385
H -0.804 -3.000 -1.020
O -1.511 -2.542 -1.493
H -2.918 1.197 2.156
O -3.342 1.972 1.759
H 1.864 -0.404 -3.958
H 3.088 -0.712 -3.012
O 2.667 -0.027 -3.581
H -4.868 -4.303 1.963
H -5.791 -3.726 1.075
O -5.422 -3.502 1.945
H -1.846 -4.095 2.785
H -0.853 -2.899 3.455
O -1.171 -3.793 3.371
H -1.176 -0.671 5.539
H -1.693 0.614 4.664
O -1.628 0.167 5.496
H 3.821 -2.330 -1.384
H 2.357 -1.938 -0.780
O 3.182 -1.637 -1.169
H 1.337 4.466 -0.382
H 2.131 4.851 0.902
O 2.186 4.886 -0.061
H -1.123 1.581 -4.297
H -2.016 0.800 -5.348
O -1.267 1.328 -5.180
H 2.335 -4.738 0.584
H 2.104 -6.060 1.200
O 2.545 -5.670 0.426
H 0.013 3.156 -2.024
H -0.520 3.813 -0.625
O 0.204 3.494 -1.161
H 1.190 -5.114 -0.918
H 0.498 -5.245 -2.279
O 0.621 -4.639 -1.543
H -4.748 -1.502 -0.879
O -3.866 -1.778 -0.621
H 1.899 3.092 -5.246
H 0.505 2.696 -4.654
O 1.449 2.573 -4.579
H 3.776 3.833 2.555
H 1.697 5.776 -1.568
H -2.743 2.103 0.996
H -3.987 -1.155 3.498
H -2.709 -1.552 -4.540
H -3.193 -1.620 -1.246
O -5.419 0.020 0.760
H -4.975 -0.736 1.167
H -5.238 0.658 1.466
O -1.960 0.969 -0.798
H -1.556 0.460 -1.501
H -2.598 0.453 -0.298
O -1.851 -5.609 -0.444
H -2.242 -5.644 -1.244
H -1.123 -6.233 -0.413
O 0.714 -2.068 -4.233
H 1.266 -2.010 -3.442
H 0.865 -2.880 -4.719
O 4.338 1.321 1.160
H 3.905 1.147 2.014
H 4.181 0.439 0.780
O 2.835 -0.356 5.312
H 2.939 0.555 5.555
H 2.736 -0.476 4.371
O 1.769 1.933 0.751
H 2.195 2.541 0.123
H 1.174 1.427 0.167
*
```

Calculated values
HOMO level: -9.9061 eV
Molar mass: 720.6 g mol⁻¹

Atom charges from the Löwdin analysis, given in e for atoms 1 to 5:
1. H 0.06
2. H 0.03
3. O -0.04
4. H -0.01
5. H 0.03

***

Relative to the most stable one, in eV, the structures come out at version a 4.579; version b 0.000.